{"formula": "C28H56N6O4", "method": "wB97M-V/def2-TZVPD", "smiles": "c1cc[nH]c1.COCCNCCOC.COCCNCCOC.CCCC#N.CCCC#N.CCCC#N", "de_lowest_kcal_mol": 20.0, "homo_ev": -8.527, "max_force_ev_per_a": 3.6, "orbital_gap_ha": 0.3176, "total_charge": 0, "species": ["O", "O", "O", "O", "N", "N", "N", "N", "N", "N", "C", "C", "C", "C", "C", "C", "C", "C", "C", "C", "C", "C", "C", "C", "C", "C", "C", "C", "C", "C", "C", "C", "C", "C", "C", "C", "C", "C", "H", "H", "H", "H", "H", "H", "H", "H", "H", "H", "H", "H", "H", "H", "H", "H", "H", "H", "H", "H", "H", "H", "H", "H", "H", "H", "H", "H", "H", "H", "H", "H", "H", "H", "H", "H", "H", "H", "H", "H", "H", "H", "H", "H", "H", "H", "H", "H", "H", "H", "H", "H", "H", "H", "H", "H"], "coordinates": [[5.687, 4.552, -2.054], [-5.315, 2.927, 2.837], [4.739, 7.553, -5.546], [-1.504, 1.164, 5.440], [5.319, 7.381, -2.581], [-3.901, 0.556, 3.868], [-3.477, -7.410, -3.272], [-1.474, -0.159, 0.103], [-6.668, -7.590, 2.024], [1.485, -4.703, 1.482], [3.070, -2.696, 2.200], [4.092, 7.919, -3.189], [5.324, -4.086, 1.866], [2.172, -3.818, 1.814], [0.104, -7.092, -3.454], [0.019, 0.810, -1.249], [-1.146, -6.308, -3.950], [-5.714, 1.653, 2.629], [5.036, 6.698, -1.314], [4.529, -2.722, 1.641], [-1.844, -0.158, 4.991], [-5.865, -6.788, 1.903], [-3.429, -0.198, 5.022], [-0.818, 1.013, -0.171], [-5.355, 0.764, 3.906], [-6.339, -4.105, 0.372], [0.267, -8.516, -3.960], [-4.878, 3.600, 1.700], [4.591, 5.202, -1.480], [5.664, 3.114, -1.850], [-5.341, -4.307, 1.576], [-0.179, -0.531, -1.670], [-0.192, 1.584, 5.267], [-4.839, -5.768, 1.743], [4.443, 8.535, -4.545], [5.103, 8.149, -6.768], [-2.441, -6.958, -3.570], [-1.105, -1.068, -0.824], [4.610, -4.799, 1.453], [0.086, -7.166, -2.367], [5.563, -4.418, 2.876], [3.282, 7.211, -3.363], [-5.811, -3.991, 2.507], [-4.861, 4.673, 1.889], [4.407, 8.929, -7.074], [4.209, 4.782, -0.550], [-6.012, -4.288, -0.651], [-0.036, 1.829, 4.216], [-5.657, 1.283, 4.815], [-1.481, -0.360, 3.983], [-5.865, -0.197, 3.956], [0.680, 1.507, -1.742], [5.265, 9.238, -4.415], [5.024, -1.817, 1.996], [5.643, 6.654, -3.203], [-6.558, -3.037, 0.371], [3.110, -2.759, 3.288], [0.394, -1.134, -2.358], [-3.907, 3.241, 1.359], [0.630, 1.007, 5.691], [4.673, 2.698, -2.034], [-4.522, -3.588, 1.583], [5.985, 6.797, -0.788], [-3.776, -1.232, 5.029], [4.423, -2.581, 0.565], [6.039, 2.829, -0.867], [1.155, -8.998, -3.549], [-1.092, -5.238, -3.751], [-6.779, 1.525, 2.433], [6.282, 2.602, -2.587], [-4.418, -5.894, 2.740], [-5.222, 1.226, 1.755], [-7.243, -4.676, 0.584], [6.274, -4.068, 1.332], [3.753, 5.066, -2.163], [-4.118, -6.101, 0.996], [6.140, 8.483, -6.731], [4.325, 7.192, -0.651], [0.436, -8.407, -5.031], [-0.556, -9.197, -3.740], [-0.943, 1.877, 0.465], [-1.403, -0.821, 5.736], [-1.437, -2.092, -0.733], [-5.572, 3.472, 0.869], [-1.059, -6.211, -5.032], [3.660, 8.630, -2.485], [3.527, 9.045, -4.842], [-0.203, 2.511, 5.839], [-2.069, -0.354, 0.895], [0.911, -6.424, -3.756], [-3.553, 1.504, 3.849], [2.464, -1.809, 2.015], [-3.761, 0.331, 5.915], [5.143, 7.321, -7.476]], "forces_ev_per_a": [[0.7, -2.1, 0.3], [0.4, 1.8, 1.1], [-0.2, 0.3, 1.1], [-0.9, -1.1, -0.2], [-1.7, -0.1, 0.2], [-1.0, -0.6, -0.4], [2.2, 0.8, -0.6], [0.0, 0.6, -0.1], [-0.5, -0.6, 0.2], [1.4, 1.9, 0.7], [-0.2, -0.9, 0.8], [1.0, -0.2, -0.6], [-1.2, 1.2, -0.3], [-0.6, -1.6, -1.0], [-0.8, 0.5, 0.9], [-0.3, -0.1, -0.1], [0.0, -1.0, -0.4], [-0.5, -3.4, 1.0], [0.2, -0.9, 0.1], [-0.3, -0.6, 0.0], [-1.4, 0.8, 1.2], [-0.3, 0.5, -1.0], [2.1, 1.0, -0.4], [0.5, 0.5, 0.3], [0.4, 0.7, -1.4], [0.6, 0.7, 1.2], [0.4, 0.4, -0.8], [-0.3, 0.5, -0.8], [0.1, 1.4, -0.1], [0.0, 0.6, -0.6], [-0.5, -0.5, -0.8], [0.2, -0.3, 0.3], [-0.1, 1.5, 0.1], [0.0, 0.3, 0.9], [-0.9, -0.1, 0.4], [0.5, -1.0, 0.0], [-1.3, 0.2, 0.2], [0.1, -1.5, 0.1], [0.5, -0.5, -0.2], [0.0, 0.5, 0.1], [-0.3, 0.5, 0.2], [0.0, -0.6, 0.0], [-0.6, -0.4, 0.0], [0.3, -0.1, 0.3], [0.0, 0.1, -0.1], [0.6, -0.2, 0.5], [0.5, -0.5, 0.3], [0.5, -0.1, -0.2], [-0.1, 0.4, 0.1], [0.1, 0.0, -0.1], [-0.1, 0.0, -0.5], [-0.1, 0.2, 0.3], [0.1, 0.1, -0.1], [0.1, -0.2, 0.3], [0.4, -0.1, -0.2], [-0.4, 0.0, 0.1], [0.1, 0.0, 0.2], [-0.2, 0.3, -0.3], [0.2, 0.0, 0.1], [-0.2, -0.7, -0.1], [-0.3, 0.2, 0.3], [0.4, -0.4, -0.7], [0.0, -0.8, 0.4], [-0.2, 0.1, -0.2], [0.2, -0.1, -0.1], [-0.2, 0.2, 0.2], [0.1, 0.2, 0.1], [-0.3, -0.1, 1.1], [-0.4, 0.5, 0.0], [0.3, 0.5, -0.1], [1.0, 0.5, 0.0], [0.3, -0.3, 0.0], [0.0, 0.1, -0.2], [-0.3, 0.0, -0.3], [-0.4, 0.5, -0.3], [-0.1, 0.2, 0.0], [0.0, 0.6, 0.1], [-0.3, 0.4, -0.5], [-0.2, -0.7, -0.2], [-0.2, 0.3, -0.1], [-0.1, 0.0, -0.1], [-0.1, -0.6, -0.2], [-0.1, 0.1, -0.1], [-0.2, -0.1, -0.2], [-0.4, -0.7, -0.4], [0.2, 0.5, -0.3], [0.0, 0.5, -0.4], [0.4, 0.3, -0.2], [0.0, 0.3, -0.2], [0.4, -0.4, 0.1], [0.7, 0.0, 0.4], [0.5, 0.3, -0.4], [0.1, -0.4, 0.6], [-0.4, 0.2, -0.3]]}

{"formula": "C2H9NS", "method": "wB97M-V/def2-TZVPD", "smiles": "CNC.S", "de_lowest_kcal_mol": 18.0, "homo_ev": -9.015, "max_force_ev_per_a": 1.4, "orbital_gap_ha": 0.3678, "total_charge": 0, "species": ["S", "N", "C", "C", "H", "H", "H", "H", "H", "H", "H", "H", "H"], "coordinates": [[1.473, -0.226, -1.601], [-0.702, 0.655, 1.178], [-0.007, -0.621, 1.269], [-2.093, 0.439, 0.757], [0.867, 0.753, -0.902], [-0.661, 1.071, 2.102], [1.041, -0.423, 1.518], [-2.658, 1.357, 0.845], [-2.517, -0.412, 1.326], [-2.087, 0.042, -0.264], [-0.173, -1.128, 0.327], [0.720, 0.163, -2.683], [-0.279, -1.303, 2.108]], "forces_ev_per_a": [[-0.7, 0.7, -1.0], [-0.2, -0.2, 0.2], [0.3, -0.1, 1.0], [0.7, -1.0, 0.3], [0.1, -0.2, 0.2], [-0.3, 0.3, -0.2], [0.1, -0.1, -0.7], [-0.3, 0.0, -0.1], [-0.4, 0.6, 0.2], [0.0, 0.5, -0.1], [0.5, -0.3, 0.0], [0.6, -0.4, 0.5], [-0.7, 0.4, -0.4]]}

{"formula": "C19H24GeMoN3O5", "method": "wB97M-V/def2-TZVPD", "de_lowest_kcal_mol": 18.6, "homo_ev": [-10.994, -10.995], "max_force_ev_per_a": 0.8, "orbital_gap_ha": [0.2637, 0.2637], "total_charge": 1, "species": ["Mo", "Ge", "O", "O", "O", "O", "O", "N", "N", "N", "C", "C", "C", "C", "C", "C", "C", "C", "C", "C", "C", "C", "C", "C", "C", "C", "C", "C", "C", "H", "H", "H", "H", "H", "H", "H", "H", "H", "H", "H", "H", "H", "H", "H", "H", "H", "H", "H", "H", "H", "H", "H", "H"], "coordinates": [[0.363, -0.444, -0.136], [-2.871, -0.626, 0.902], [0.555, 3.553, -0.944], [0.937, 2.850, -7.046], [1.171, 4.399, -5.566], [1.888, -1.675, -0.826], [0.367, 1.521, -0.083], [0.962, 3.257, -5.905], [0.718, -0.365, 2.035], [2.815, -2.175, 1.224], [-2.997, 1.312, 0.662], [-1.201, -1.329, 0.055], [0.423, 2.372, -1.106], [0.680, 2.273, -4.836], [1.610, -2.633, 1.919], [0.436, 0.959, -5.188], [0.317, 0.765, 4.100], [1.056, -1.502, 4.101], [0.407, 1.790, -2.507], [0.175, 0.052, -4.180], [3.883, -0.503, -0.171], [0.670, 2.698, -3.527], [-4.339, -1.571, 0.040], [2.762, -1.469, 0.086], [0.661, -0.372, 4.807], [1.083, -1.465, 2.721], [-2.723, -1.123, 2.794], [0.352, 0.730, 2.720], [0.163, 0.462, -2.853], [-0.026, -0.982, -4.422], [3.565, -1.901, 1.842], [-4.376, -1.337, -1.023], [-0.151, -0.342, -2.182], [-3.960, 1.557, 0.213], [0.892, -2.995, 1.190], [1.344, -2.406, 4.621], [-5.285, -1.270, 0.492], [3.589, 0.477, 0.217], [0.084, 1.588, 2.119], [4.803, -0.800, 0.331], [-3.046, -0.291, 3.421], [4.055, -0.418, -1.240], [1.870, -3.460, 2.575], [-2.936, 1.820, 1.625], [0.017, 1.672, 4.605], [0.449, 0.671, -6.229], [-2.210, 1.700, 0.021], [0.634, -0.382, 5.888], [-4.225, -2.648, 0.163], [-3.365, -1.979, 3.002], [-1.204, -2.365, -0.304], [0.859, 3.733, -3.284], [-1.701, -1.386, 3.069]], "forces_ev_per_a": [[-0.1, 0.4, -0.4], [0.0, 0.0, -0.1], [-0.2, 0.0, 0.2], [0.1, 0.0, 0.0], [0.1, 0.0, 0.0], [0.3, 0.3, 0.7], [0.0, -0.1, 0.3], [-0.2, 0.1, -0.1], [0.0, 0.0, 0.0], [-0.2, 0.3, 0.0], [0.0, -0.1, 0.0], [-0.5, -0.1, -0.1], [0.3, 0.0, -0.4], [0.0, -0.1, 0.1], [0.1, 0.0, 0.0], [0.0, 0.0, -0.1], [0.0, 0.0, 0.1], [0.0, 0.0, 0.1], [-0.1, 0.0, 0.1], [0.0, -0.2, 0.1], [-0.1, -0.1, -0.1], [0.1, 0.2, 0.0], [0.0, 0.0, 0.0], [0.4, -0.5, -0.5], [0.0, 0.0, 0.0], [0.0, 0.0, 0.0], [0.0, 0.0, 0.0], [0.0, 0.0, -0.2], [0.1, 0.3, -0.1], [0.0, 0.0, 0.0], [0.1, 0.0, 0.0], [0.0, 0.0, 0.0], [-0.2, -0.1, 0.4], [0.0, 0.0, 0.0], [-0.1, 0.0, -0.1], [0.0, 0.0, 0.0], [0.0, 0.0, 0.0], [0.0, 0.0, 0.0], [0.0, 0.0, 0.0], [0.0, 0.0, 0.0], [0.0, 0.0, 0.0], [0.0, 0.0, 0.0], [0.0, 0.0, 0.0], [0.0, 0.0, 0.0], [0.0, 0.0, 0.0], [0.0, 0.0, 0.0], [0.0, 0.0, 0.0], [0.0, 0.0, 0.0], [0.0, 0.0, 0.0], [0.0, 0.0, 0.0], [0.1, -0.1, 0.2], [0.0, 0.0, 0.0], [0.0, 0.0, 0.0]]}

{"formula": "C8H16N2O3", "method": "wB97M-V/def2-TZVPD", "smiles": "CC(C)C[C@H](NC(=O)CN)C(=O)O", "de_lowest_kcal_mol": 34.7, "homo_ev": -9.898, "max_force_ev_per_a": 3.8, "orbital_gap_ha": 0.3869, "total_charge": 0, "species": ["O", "O", "O", "N", "N", "C", "C", "C", "C", "C", "C", "C", "C", "H", "H", "H", "H", "H", "H", "H", "H", "H", "H", "H", "H", "H", "H", "H", "H"], "coordinates": [[1.213, -2.463, 1.570], [-3.055, -1.685, 0.002], [-3.358, 0.523, -0.143], [0.588, 0.515, 2.297], [-0.276, -1.461, 0.105], [-0.534, 0.175, -1.776], [-2.546, -0.385, -0.161], [0.675, 2.148, -0.847], [1.964, 0.029, -1.128], [-1.078, -0.297, -0.369], [0.809, 0.876, -1.708], [0.318, -1.636, 1.332], [-0.219, -0.695, 2.432], [-0.009, -1.213, 3.355], [0.158, -2.080, -0.599], [0.169, 1.241, 2.835], [1.527, 0.285, 2.557], [2.909, 0.593, -1.371], [-1.240, 0.832, -2.332], [-0.836, 0.538, 0.336], [-0.007, 2.823, -1.356], [-0.415, -0.818, -2.358], [-2.338, -2.290, 0.102], [1.897, -0.107, -0.074], [0.280, 2.068, 0.183], [1.138, 1.213, -2.759], [1.539, 2.718, -0.703], [2.027, -0.953, -1.615], [-1.299, -0.494, 2.195]], "forces_ev_per_a": [[-1.7, 1.4, -0.9], [-0.2, 2.2, -0.1], [2.1, -1.1, -0.1], [-0.9, -0.4, -0.7], [0.0, -0.9, -0.9], [-0.7, -2.0, -0.7], [-3.5, -1.4, -0.4], [-1.8, 0.1, -0.2], [0.8, 0.7, -1.8], [2.3, 1.7, 0.9], [1.2, 0.8, 0.5], [0.4, -0.5, 1.0], [0.2, -0.5, -1.5], [-0.6, -0.2, 0.5], [-0.4, 0.7, 0.3], [0.3, 0.6, 0.6], [0.5, 0.4, 0.4], [-0.8, -0.7, 0.4], [0.1, -0.6, 0.6], [0.1, -0.6, -0.6], [-0.3, 0.2, -0.1], [-0.3, 1.6, 0.4], [1.1, -0.8, 0.0], [0.0, 0.0, 0.8], [0.1, -0.7, -0.6], [-0.8, -0.6, 1.4], [1.8, 0.5, -0.2], [0.1, 0.1, 0.1], [1.0, -0.1, 0.8]]}